Below is C58H135BN9O26Pb as an isolated structure at a distorted geometry, with properties calculated with ωB97M-V/def2-TZVPD.

Element x y z (Å)
Pb  1.646  -4.065  0.716
O  1.162  -1.744  -0.345
C  1.734  -0.698  -0.528
O  1.447  0.400  0.070
B  2.182  1.546  -0.546
O  2.952  0.913  -1.635
C  2.733  -0.389  -1.667
O  3.202  -1.200  -2.409
O  3.027  2.219  0.421
C  2.813  3.532  0.416
O  3.412  4.411  0.918
C  1.517  3.727  -0.448
O  1.238  2.549  -0.997
O  0.951  4.765  -0.619
C  7.633  6.149  -1.694
O  7.752  5.826  -0.318
C  8.001  4.471  -0.032
C  6.830  3.586  -0.380
N  7.130  2.161  -0.154
C  6.075  1.453  0.613
C  6.585  0.127  1.122
O  6.799  -0.716  0.004
C  7.838  -1.633  0.235
H  8.344  5.544  -2.277
H  7.952  7.180  -1.845
H  6.604  6.018  -2.037
H  8.100  4.470  1.057
H  8.961  4.157  -0.457
H  6.524  3.793  -1.419
H  5.923  3.912  0.141
H  7.093  1.748  -1.078
H  5.286  1.211  -0.114
H  5.629  2.090  1.373
H  5.801  -0.330  1.763
H  7.431  0.263  1.805
H  8.735  -1.136  0.611
H  8.171  -2.108  -0.691
H  7.513  -2.440  0.905
C  -5.094  -3.844  6.507
O  -4.954  -2.882  5.514
C  -5.893  -1.861  5.700
C  -5.908  -0.918  4.510
N  -4.533  -0.516  4.107
C  -4.642  0.593  3.154
C  -3.282  1.118  2.695
O  -2.335  0.101  2.512
C  -1.168  0.587  1.873
H  -5.141  -3.351  7.491
H  -4.213  -4.478  6.557
H  -6.015  -4.418  6.374
H  -5.664  -1.316  6.626
H  -6.901  -2.291  5.792
H  -6.399  -0.004  4.871
H  -6.349  -1.409  3.646
H  -4.129  -0.033  4.915
H  -5.262  1.441  3.486
H  -5.176  0.216  2.269
H  -2.921  1.881  3.405
H  -3.495  1.656  1.754
H  -0.422  -0.184  2.085
H  -0.836  1.492  2.399
H  -1.237  0.712  0.793
C  -1.529  2.631  -2.756
O  -2.111  2.299  -4.004
C  -2.262  3.398  -4.884
C  -2.084  2.976  -6.327
N  -3.252  2.424  -6.986
C  -4.287  3.394  -7.254
C  -5.549  2.819  -7.849
O  -6.404  2.238  -6.882
C  -7.144  3.167  -6.108
H  -2.121  3.418  -2.270
H  -0.498  2.965  -2.889
H  -1.571  1.747  -2.121
H  -1.531  4.189  -4.628
H  -3.194  3.934  -4.640
H  -1.250  2.265  -6.298
H  -1.663  3.828  -6.869
H  -3.569  1.628  -6.443
H  -3.844  4.154  -7.918
H  -4.510  4.073  -6.406
H  -5.250  1.969  -8.467
H  -6.018  3.578  -8.484
H  -6.525  3.985  -5.733
H  -7.494  2.616  -5.232
H  -8.023  3.509  -6.660
C  2.136  -6.688  3.541
O  2.267  -5.315  3.184
C  3.171  -4.647  4.050
C  3.141  -3.170  3.714
N  3.296  -2.876  2.266
C  4.638  -3.226  1.762
C  4.798  -3.064  0.268
O  3.841  -3.950  -0.361
C  4.225  -4.405  -1.668
H  1.518  -6.759  4.444
H  3.107  -7.153  3.715
H  1.625  -7.267  2.774
H  4.198  -5.024  4.021
H  2.769  -4.740  5.066
H  3.928  -2.757  4.361
H  2.183  -2.758  4.031
H  3.263  -1.853  2.308
H  4.924  -4.248  2.024
H  5.399  -2.636  2.292
H  5.797  -3.430  0.040
H  4.593  -2.049  -0.070
H  5.177  -4.933  -1.580
H  4.413  -3.521  -2.282
H  3.428  -5.019  -2.066
C  -4.653  -8.234  0.697
O  -3.956  -7.194  1.309
C  -4.549  -6.803  2.518
C  -3.778  -5.641  3.140
N  -3.433  -4.534  2.233
C  -4.604  -3.860  1.669
C  -4.273  -2.559  0.917
O  -2.897  -2.363  0.832
C  -2.486  -1.560  -0.259
H  -4.135  -8.525  -0.211
H  -5.692  -7.972  0.458
H  -4.731  -9.091  1.381
H  -4.636  -7.665  3.194
H  -5.584  -6.432  2.414
H  -2.812  -5.984  3.529
H  -4.364  -5.223  3.961
H  -3.005  -5.006  1.440
H  -5.264  -3.646  2.520
H  -5.246  -4.509  1.049
H  -4.746  -1.718  1.445
H  -4.772  -2.566  -0.065
H  -1.411  -1.432  -0.228
H  -3.054  -0.632  -0.402
H  -2.782  -2.125  -1.164
C  4.429  -7.441  1.005
O  3.275  -6.883  0.393
C  2.426  -7.877  -0.120
C  1.185  -7.221  -0.672
N  0.497  -6.347  0.312
C  -0.753  -5.805  -0.276
C  -0.531  -5.116  -1.608
O  0.537  -4.170  -1.573
C  0.569  -3.456  -2.821
H  4.872  -6.625  1.574
H  5.158  -7.722  0.236
H  4.181  -8.311  1.610
H  2.179  -8.644  0.631
H  2.962  -8.364  -0.944
H  0.505  -7.974  -1.091
H  1.541  -6.655  -1.541
H  0.257  -7.037  1.024
H  -1.247  -5.163  0.459
H  -1.466  -6.628  -0.419
H  -1.457  -4.586  -1.860
H  -0.448  -5.895  -2.373
H  1.545  -2.970  -2.847
H  -0.087  -2.585  -2.712
H  0.291  -3.977  -3.732
C  0.980  -1.216  -5.157
O  -0.384  -1.474  -5.048
C  -1.070  -0.385  -4.484
C  -2.538  -0.627  -4.562
N  -2.981  -1.773  -3.766
C  -4.402  -1.718  -3.385
C  -4.708  -2.884  -2.509
O  -4.893  -4.046  -3.297
C  -5.365  -5.103  -2.517
H  1.208  -0.280  -5.679
H  1.576  -2.032  -5.567
H  1.458  -1.106  -4.161
H  -0.813  0.572  -4.941
H  -0.815  -0.327  -3.408
H  -2.812  -0.819  -5.613
H  -3.030  0.297  -4.249
H  -2.850  -2.641  -4.273
H  -5.100  -1.667  -4.235
H  -4.549  -0.769  -2.859
H  -5.616  -2.733  -1.896
H  -3.920  -3.023  -1.754
H  -6.381  -4.895  -2.151
H  -4.772  -5.278  -1.604
H  -5.307  -6.017  -3.104
C  0.239  4.592  3.199
O  -0.710  3.803  3.856
C  -0.194  3.086  4.965
C  0.340  3.982  6.078
N  -0.670  4.949  6.461
C  -0.263  5.819  7.548
C  -0.444  5.179  8.922
O  -1.726  5.465  9.454
C  -2.430  4.331  9.863
H  0.149  4.508  2.110
H  1.249  4.230  3.419
H  0.126  5.664  3.382
H  0.576  2.395  4.590
H  -1.023  2.518  5.393
H  1.269  4.480  5.734
H  0.641  3.360  6.924
H  -0.968  5.492  5.664
H  -0.933  6.684  7.517
H  0.739  6.250  7.404
H  0.262  5.710  9.576
H  -0.205  4.116  8.858
H  -1.835  3.647  10.478
H  -2.849  3.766  9.014
H  -3.322  4.611  10.428
C  4.780  8.597  -1.306
O  3.707  8.563  -2.194
C  2.490  8.172  -1.578
C  1.372  8.061  -2.634
N  1.014  6.741  -3.065
C  1.926  6.132  -4.041
C  1.367  5.810  -5.399
O  1.314  6.926  -6.265
C  0.158  7.714  -6.093
H  4.745  7.751  -0.608
H  4.838  9.538  -0.737
H  5.719  8.573  -1.862
H  2.239  8.844  -0.751
H  2.681  7.158  -1.181
H  1.741  8.679  -3.460
H  0.494  8.549  -2.201
H  0.979  6.111  -2.275
H  2.534  5.314  -3.619
H  2.782  6.815  -4.198
H  0.321  5.470  -5.310
H  1.934  5.010  -5.877
H  -0.727  7.073  -6.248
H  0.098  8.468  -6.876
H  0.096  8.197  -5.116

Results
LUMO energy in eV: -2.8
Orbital gap in hartree: 0.242
Charge: +1
Relative energy (zero: lowest compared OMol25 entry of this formula, charge and spin) in eV: 0.000

Atom charges from the Mulliken analysis, given in e for atoms 1 to 99: 1.38, 0.07, 0.35, -0.18, 1.16, -0.57, 0.42, -0.65, -0.57, 0.24, -0.62, 0.82, -0.60, -0.86, -0.59, -0.36, -0.85, 0.12, -0.39, -0.48, -0.48, -0.24, -0.98, 0.35, 0.26, 0.13, 0.26, 0.36, 0.35, -0.08, 0.30, 0.07, 0.56, 0.01, 0.69, 0.44, 0.25, 0.32, -0.94, -0.12, -0.85, -0.76, 0.09, -1.32, -0.24, -0.27, 0.02, 0.40, 0.19, 0.35, 0.45, 0.37, 0.47, 0.37, 0.22, 0.49, 0.39, 0.23, 0.30, 0.23, -0.02, -0.04, -0.69, -0.15, 0.13, -1.01, -0.19, -0.21, -0.68, -0.30, -0.68, 0.47, 0.53, -0.20, -0.04, 0.17, 0.23, 0.43, 0.26, 0.35, 0.15, 0.30, 0.36, 0.30, 0.22, 0.29, -0.88, 0.03, -0.68, -0.96, 0.30, -0.69, -0.39, 0.56, -1.13, 0.36, 0.31, 0.11, 0.47